(1)
Here is C4H3FO2S as an isolated structure in a non-equilibrium geometry from the Open Molecules 2025 dataset. Energies are from wB97M-V/def2-TZVPD.

Summary:
LUMO = -0.20 eV
E_HOMO = -9.46 eV
E = -802.6860 a.u.
total charge = 0

Each line ends with the natural charge from an NBO analysis.
Element x y z (Å)
1 C -0.47 0.86 -0.32  0.1283
2 C 0.38 -0.14 0.51  -0.0555
3 C -1.57 -0.14 -0.09  0.1446
4 C 1.61 -0.71 -0.12  0.4096
5 H -0.07 0.89 -1.36  0.2057
6 H 0.51 0.24 1.51  0.2316
7 H 1.76 -1.78 0.05  0.1341
8 O -0.80 -1.03 0.58  -0.4546
9 O 2.40 0.00 -0.69  -0.4759
10 F -0.61 2.07 0.29  -0.3156
11 S -3.15 -0.26 -0.36  0.0479

---

(2)
Here is an isolated molecule of C4H3FO3 in a non-equilibrium geometry from the Open Molecules 2025 dataset. Energies are from wB97M-V/def2-TZVPD.

Summary:
LUMO = -0.88 eV
E_HOMO = -10.44 eV
E = -479.6978 a.u.
total charge = 0
structure (SMILES) = C=C(F)C(=O)C(=O)O

Each line ends with the natural charge from an NBO analysis.
Element x y z (Å)
1 C 2.18 -0.21 0.27  -0.3927
2 C 0.80 -0.28 -0.09  0.3160
3 F 0.02 -1.41 -0.31  -0.3378
4 C -0.17 0.74 -0.07  0.3510
5 O 0.24 1.82 -0.20  -0.4294
6 C -1.44 0.19 0.29  0.7303
7 O -1.85 -0.08 1.46  -0.5076
8 O -2.24 0.00 -0.95  -0.7175
9 H 2.61 0.85 0.04  0.2523
10 H 2.87 -1.04 0.38  0.2318
11 H -3.02 -0.58 -0.84  0.5037

---

(3)
Here is C4H3FO5 as an isolated structure in a non-equilibrium geometry from the Open Molecules 2025 dataset. Energies are from wB97M-V/def2-TZVPD.

Summary:
LUMO = 6.61 eV
E_HOMO = -0.24 eV
E = -630.2550 a.u.
total charge = -2

Each line ends with the natural charge from an NBO analysis.
Element x y z (Å)
1 C -0.71 1.31 -0.34  0.7045
2 C -1.23 -1.29 -0.34  0.7229
3 C 1.35 -0.44 0.34  -0.0906
4 C -0.62 0.01 0.34  0.1823
5 O 0.23 1.67 -1.11  -0.8058
6 O -1.53 -1.12 -1.52  -0.7772
7 O -1.76 1.95 -0.02  -0.7588
8 O -1.46 -2.32 0.33  -0.8000
9 O 2.05 0.73 0.36  -0.8015
10 F -1.03 0.02 1.71  -0.4006
11 H 1.56 -0.89 1.33  0.1627
12 H 1.48 -0.92 -0.72  0.1559
13 H 1.67 1.29 -0.37  0.5062

---

(4)
Here is C4H3FO5Pm as an isolated structure in a non-equilibrium geometry from the Open Molecules 2025 dataset. Energies are from wB97M-V/def2-TZVPD.

Summary:
LUMO (spin up / spin down) = -7.07 / -5.98 eV
E_HOMO (spin up / spin down) = -13.52 / -13.70 eV
2S+1 = 5
⟨S²⟩ = 6.10
E = -1238.3445 a.u.
total charge = +1

Each line ends with the Löwdin spin population.
Element x y z (Å)
1 C -1.34 -0.37 -0.37  -0.0004
2 C -0.45 -1.13 0.61  -0.0015
3 F -2.49 0.00 0.27  0.0000
4 H -1.61 -0.98 -1.24  0.0000
5 H -0.29 -0.53 1.51  -0.0005
6 H -1.01 -2.02 0.91  -0.0006
7 O 0.76 -1.58 0.03  -0.0310
8 C 1.90 -0.78 -0.03  -0.0672
9 O 2.86 -1.35 -0.51  -0.0508
10 O -0.03 1.96 0.82  -0.0187
11 Pm 2.19 1.59 0.57  4.1820
12 O 0.42 2.56 -1.24  -0.0050
13 O -0.67 0.72 -0.91  -0.0029
14 C -0.24 1.91 -0.42  -0.0034

---

(5)
Here is C4H3FO5Rh as an isolated structure in a non-equilibrium geometry from the Open Molecules 2025 dataset. Energies are from wB97M-V/def2-TZVPD.

Summary:
LUMO (spin up / spin down) = -9.58 / -15.13 eV
E_HOMO (spin up / spin down) = -19.20 / -19.96 eV
2S+1 = 6
⟨S²⟩ = 8.78
E = -739.7811 a.u.
total charge = +2

Each line ends with the Löwdin spin population.
Element x y z (Å)
1 C -0.09 0.70 0.88  0.0257
2 C 1.32 0.58 0.34  0.0929
3 F -0.58 1.92 0.51  0.0166
4 H -0.12 0.65 1.98  0.0016
5 H 1.40 0.97 -0.68  0.0157
6 H 1.98 1.15 1.01  0.0466
7 O 1.70 -0.80 0.39  0.6067
8 C 2.44 -1.29 -0.58  0.5252
9 O 2.73 -2.43 -0.74  0.6517
10 O -0.92 -0.34 0.47  0.0201
11 Rh -2.65 0.07 -2.25  2.4675
12 O -2.10 -1.30 -1.02  0.2973
13 O -2.99 0.49 -0.17  0.2017
14 C -2.12 -0.40 -0.13  0.0308

---

(6)
Here is C4H3HgO5 as an isolated structure in a non-equilibrium geometry from the Open Molecules 2025 dataset. Energies are from wB97M-V/def2-TZVPD.

Summary:
LUMO (spin up / spin down) = 3.05 / 1.56 eV
E_HOMO (spin up / spin down) = -1.02 / -3.41 eV
2S+1 = 3
⟨S²⟩ = 2.01
E = -683.7432 a.u.
total charge = -1

Each line ends with the Löwdin spin population.
Element x y z (Å)
1 C -0.89 -1.09 -0.71  0.2693
2 C 0.41 -1.00 -0.20  0.4000
3 O 0.88 0.31 0.15  0.1174
4 C 1.90 0.45 0.97  0.0471
5 O 2.11 -0.16 2.00  0.0198
6 O 2.62 1.48 0.53  0.0207
7 H -1.35 -2.06 -0.50  0.0190
8 H 1.23 -1.63 -0.53  0.0459
9 H 3.17 1.83 1.24  0.0004
10 O -2.78 -0.47 -2.25  0.1039
11 O -1.95 1.10 -0.90  0.2324
12 C -1.88 -0.06 -1.46  0.0965
13 Hg -0.91 1.92 0.50  0.6275

---

(7)
Here is an isolated molecule of C4H3I in a non-equilibrium geometry from the Open Molecules 2025 dataset. Energies are from wB97M-V/def2-TZVPD.

Summary:
LUMO (spin up / spin down) = -0.65 / -0.65 eV
E_HOMO (spin up / spin down) = -7.99 / -7.99 eV
E = -451.6667 a.u.
total charge = 0

Each line ends with the natural charge from an NBO analysis.
Element x y z (Å)
1 C 0.03 -1.14 1.06  0.0118
2 C 0.08 -0.02 0.60  -0.1594
3 C -0.37 0.31 -0.71  -0.2862
4 C 0.45 1.29 -0.04  -0.3280
5 I 2.41 2.01 -0.61  0.0531
6 H 0.06 -2.11 1.51  0.2386
7 H 0.01 -0.17 -1.61  0.2100
8 H -0.15 2.10 0.58  0.2601

---

(8)
Here is an isolated molecule of C4H3I in a non-equilibrium geometry from the Open Molecules 2025 dataset. Energies are from wB97M-V/def2-TZVPD.

Summary:
LUMO = 0.57 eV
E_HOMO = -8.40 eV
E = -451.7584 a.u.
total charge = 0
structure (SMILES) = IC=C1C=C1

Each line ends with the natural charge from an NBO analysis.
Element x y z (Å)
1 I 3.54 -0.03 -0.08  0.0346
2 C 1.62 1.01 -0.02  -0.4007
3 C 0.57 0.23 0.09  -0.0419
4 C -0.83 -0.12 -0.04  -0.1681
5 C -0.10 -1.23 -0.01  -0.1364
6 H 1.73 2.07 0.02  0.2309
7 H -1.94 0.07 -0.01  0.2360
8 H 0.32 -2.16 -0.02  0.2457